13 unconnected molecules or ions with the total composition C6H39NO13. Source: the Open Molecules 2025 dataset; level of theory: ωB97M-V/def2-TZVPD.

Each line ends with the natural charge from an NBO analysis.
Element x y z (Å)
C1 -0.976 -1.589 2.137  -0.29
N1 -1.348 -0.209 2.348  -0.21
C2 -0.348 0.529 3.055  0.02
O1 -0.365 1.858 2.328  -0.82
C3 0.357 -1.884 1.223  -0.34
C4 0.238 -1.083 -0.050  -0.48
C5 -0.302 -1.872 -1.228  -0.42
C6 0.940 -2.472 -2.026  -0.61
H1 -0.966 -2.103 3.052  0.25
H2 -1.794 -2.028 1.558  0.26
H3 -1.622 0.521 1.631  0.48
H4 0.786 0.071 2.900  0.24
H5 -0.645 0.768 4.177  0.27
H6 0.575 2.362 2.097  0.56
H7 0.366 -2.945 1.129  0.25
H8 1.299 -1.695 1.671  0.19
H9 -0.649 -0.339 -0.049  0.25
H10 1.198 -0.485 -0.327  0.23
H11 -0.957 -1.310 -1.916  0.23
H12 -0.890 -2.738 -0.981  0.20
H13 1.654 -2.970 -1.357  0.20
H14 1.585 -1.651 -2.411  0.22
H15 0.742 -3.076 -2.868  0.22
H16 0.530 1.920 -2.205  0.49
H17 1.932 1.205 -2.193  0.49
O2 1.466 1.965 -2.259  -0.97
H18 -3.933 0.200 0.069  0.53
H19 -4.338 1.689 -0.328  0.50
O3 -3.875 1.138 0.251  -0.97
H20 5.312 0.294 0.870  0.48
H21 3.880 0.307 1.239  0.49
O4 4.495 0.714 0.608  -0.98
H22 -1.808 2.119 -3.356  0.51
H23 -1.785 1.189 -2.061  0.52
O5 -1.610 1.215 -3.036  -0.95
H24 -0.776 2.125 0.320  0.48
H25 -2.202 1.718 0.046  0.51
O6 -1.203 1.735 -0.391  -1.01
H26 2.241 0.272 2.719  0.48
H27 2.456 -0.837 1.681  0.46
O7 2.886 -0.403 2.455  -0.90
H28 -1.971 -0.013 -3.741  0.50
H29 -1.573 -1.401 -4.710  0.49
O8 -2.286 -0.880 -4.324  -1.05
H30 4.065 0.069 -0.982  0.48
H31 4.489 0.157 -2.417  0.48
O9 3.801 -0.286 -1.805  -0.99
H32 2.724 2.464 1.569  0.53
H33 2.973 2.970 3.230  0.51
O10 2.592 2.193 2.596  -1.07
H34 -3.635 -0.825 2.565  0.45
H35 -4.122 -2.178 2.697  0.47
O11 -4.257 -1.380 2.064  -0.91
H36 2.482 2.478 -0.622  0.52
H37 1.190 2.914 0.029  0.47
O12 2.180 3.016 0.159  -0.94
H38 -3.901 -1.900 -1.902  0.49
H39 -3.573 -0.734 -2.962  0.52
O13 -3.724 -0.885 -1.966  -1.02

As for the multiplicity: 2. The net charge is +1. The calculation puts the molar mass at 333.4 g/mol. The LUMO energy (alpha / beta) is -2.73 / -8.10 eV.

2 unconnected molecules or ions with the total composition C10H19INO2. Source: the Open Molecules 2025 dataset; level of theory: ωB97M-V/def2-TZVPD.

Each line ends with the natural charge from an NBO analysis.
Element x y z (Å)
C1 -0.599 -3.238 0.195  0.98
C2 2.295 -1.424 -0.194  -0.59
C3 1.579 0.241 -1.919  -0.60
C4 -1.044 0.892 1.793  -0.60
C5 1.294 1.310 1.384  -0.59
C6 -0.436 1.996 -0.283  -0.69
C7 -2.990 0.453 -1.230  -1.01
C8 1.075 -0.784 -0.936  -0.34
C9 -0.026 0.951 0.697  -0.17
C10 -0.014 -0.442 0.075  0.54
N1 -0.721 -1.439 0.528  -0.65
O1 -1.070 -3.687 1.199  -0.66
O2 -0.090 -3.502 -0.850  -0.65
I1 -4.652 1.087 0.029  -0.19
H1 2.936 -0.786 0.358  0.20
H2 2.966 -1.899 -0.904  0.21
H3 1.958 -2.296 0.343  0.22
H4 1.914 1.107 -1.258  0.19
H5 2.502 0.050 -2.451  0.21
H6 0.787 0.651 -2.627  0.23
H7 -0.944 0.043 2.484  0.19
H8 -1.035 1.751 2.387  0.20
H9 -1.962 0.936 1.385  0.24
H10 1.573 0.663 2.226  0.20
H11 2.139 1.305 0.775  0.20
H12 1.108 2.281 1.911  0.21
H13 0.389 2.144 -1.096  0.19
H14 -0.536 2.994 0.074  0.20
H15 -1.394 1.752 -0.853  0.32
H16 -3.423 0.377 -2.183  0.15
H17 -2.733 -0.438 -0.695  0.14
H18 0.684 -1.597 -1.546  0.26
H19 -1.531 -1.453 1.183  0.43

The net charge is -1. The calculation puts the molar mass at 312.2 g/mol. The LUMO energy is 2.92 eV.

Relative energy (zero: lowest compared OMol25 entry of this formula, charge and spin) / kJ/mol: 605.0; 143.4